Density functional theory data (ωB97M-V/def2-TZVPD) for a structure of composition C35H26MnNOS2Si.

- frontier orbital gap (alpha / beta) (eV) = 6.196 / 7.029
- charge = +1
- F_max (Eh/bohr) = 0.0081
- multiplicity = 2

Last column: Löwdin charge in e.
CARTESIAN COORDINATES (ANGSTROEM)
Mn (-0.5451, -1.4933, 0.9696)  0.573
S (-0.8237, -3.6866, 0.5725)  0.766
C (0.7602, -3.3286, -0.0556)  -1.022
N (1.0649, -2.0655, 0.1196)  -0.100
C (2.2569, -1.6913, -0.4831)  -0.290
C (2.8188, -0.4205, -0.5183)  -0.007
C (4.0133, -0.2660, -1.1926)  -0.050
C (4.6415, -1.3507, -1.8148)  -0.058
C (4.0857, -2.6158, -1.7806)  -0.063
C (2.8790, -2.7724, -1.1093)  -0.426
S (1.9152, -4.2263, -0.9262)  1.136
H (2.3177, 0.4111, -0.0379)  0.118
H (4.4715, 0.7126, -1.2418)  0.114
H (5.5770, -1.1980, -2.3349)  0.115
H (4.5680, -3.4532, -2.2658)  0.119
C (3.0416, -1.1420, 5.4646)  -0.050
C (3.3045, -1.1968, 4.0807)  -0.045
C (2.2802, -1.2406, 3.1737)  -0.012
C (0.9414, -1.2319, 3.6135)  -0.138
C (-0.1936, -1.2712, 2.7640)  -0.155
C (-1.4854, -1.2480, 3.2280)  -0.080
C (-1.7392, -1.1828, 4.6123)  -0.037
C (-0.6718, -1.1479, 5.4672)  0.016
C (0.6707, -1.1698, 5.0044)  -0.147
C (1.7517, -1.1278, 5.9150)  -0.013
H (3.8662, -1.1087, 6.1632)  0.114
H (4.3299, -1.2017, 3.7356)  0.114
H (2.4960, -1.2739, 2.1153)  0.090
H (-2.3428, -1.2772, 2.5477)  0.119
H (-2.7568, -1.1618, 4.9744)  0.118
H (-0.8404, -1.1016, 6.5362)  0.127
H (1.5328, -1.0827, 6.9746)  0.122
O (-0.9350, -0.0971, 0.1263)  -0.311
Si (-1.3457, 0.8926, -1.1826)  0.596
C (-0.7064, 0.0105, -2.6947)  -0.217
C (-0.3288, 0.7186, -3.8394)  -0.088
C (0.1368, 0.0567, -4.9678)  -0.069
C (0.2290, -1.3269, -4.9732)  -0.073
C (-0.1644, -2.0507, -3.8559)  -0.074
C (-0.6328, -1.3848, -2.7330)  -0.097
C (-3.1938, 1.0262, -1.1529)  -0.231
C (-3.9937, 0.0140, -0.6199)  -0.092
C (-5.3772, 0.0989, -0.6651)  -0.077
C (-5.9822, 1.2033, -1.2482)  -0.073
C (-5.2044, 2.2174, -1.7879)  -0.070
C (-3.8203, 2.1290, -1.7405)  -0.090
C (-0.4938, 2.5095, -0.8739)  -0.229
C (0.8064, 2.7496, -1.3313)  -0.102
C (1.4617, 3.9325, -1.0198)  -0.075
C (0.8283, 4.8907, -0.2413)  -0.073
C (-0.4567, 4.6657, 0.2302)  -0.070
C (-1.1124, 3.4836, -0.0832)  -0.085
H (-0.3948, 1.8000, -3.8552)  0.106
H (0.4250, 0.6228, -5.8442)  0.109
H (0.5918, -1.8427, -5.8528)  0.108
H (-0.1188, -3.1329, -3.8647)  0.106
H (-0.9657, -1.9697, -1.8814)  0.069
H (-3.5345, -0.8609, -0.1689)  0.087
H (-5.9841, -0.6948, -0.2489)  0.106
H (-7.0616, 1.2724, -1.2834)  0.108
H (-5.6753, 3.0778, -2.2449)  0.109
H (-3.2247, 2.9308, -2.1633)  0.107
H (1.3095, 2.0093, -1.9420)  0.092
H (2.4633, 4.1108, -1.3901)  0.106
H (1.3374, 5.8155, -0.0026)  0.109
H (-0.9500, 5.4129, 0.8382)  0.109
H (-2.1180, 3.3205, 0.2873)  0.105